[1]
DFT (the ωB97M-V functional and the def2-TZVPD basis) results for a molecular structure, C24H26HfN4S2Si.

Last column: Löwdin charge in e.
Geometry (Å):
1 C -0.84900 -2.10373 1.63465  -0.202
2 C -0.59901 -2.30751 0.23429  -0.192
3 C 0.76287 -2.70334 0.07489  -0.183
4 H -1.34883 -2.26680 -0.55778  0.114
5 C 1.36138 -2.76467 1.37802  -0.173
6 C 0.35956 -2.41670 2.34409  -0.152
7 H 0.44696 -2.54347 3.42472  0.142
8 H -1.82777 -1.96850 2.09472  0.126
9 H 1.22859 -3.04045 -0.85870  0.134
10 H 2.34337 -3.18714 1.61197  0.136
11 Hf 0.74940 -0.52722 1.00295  1.436
12 C 0.27252 2.75336 -2.78939  -0.073
13 H 1.14938 2.16867 -2.46889  0.008
14 H 0.31847 2.81243 -3.89553  0.078
15 H -0.74029 2.33932 -2.53009  -0.001
16 Si -0.32503 0.92041 -1.05631  0.563
17 C -2.09259 1.36317 -0.69024  -0.357
18 C -3.06112 0.35126 -0.53569  -0.125
19 H -2.76203 -0.70051 -0.59482  0.084
20 C -4.40362 0.69053 -0.34987  -0.067
21 H -5.14225 -0.10053 -0.20809  0.115
22 C -4.79061 2.03536 -0.34854  -0.055
23 H -5.84261 2.29603 -0.23903  0.117
24 C -3.83482 3.04657 -0.49609  -0.054
25 H -4.13492 4.09651 -0.49325  0.119
26 C -2.48345 2.71544 -0.62337  -0.098
27 H -1.72426 3.49767 -0.70585  0.104
28 C -0.10408 -0.10747 -2.60893  -0.360
29 C -1.16691 -0.25487 -3.52229  -0.082
30 H -2.07867 0.33231 -3.39108  0.114
31 C -1.04106 -1.13387 -4.60055  -0.051
32 H -1.88342 -1.26225 -5.28000  0.118
33 C 0.15319 -1.83586 -4.79488  -0.059
34 H 0.22934 -2.54765 -5.61568  0.116
35 C 1.25579 -1.59535 -3.96682  -0.077
36 H 2.20353 -2.10745 -4.15313  0.112
37 C 1.14397 -0.68973 -2.91053  -0.143
38 H 2.03500 -0.41607 -2.33034  0.087
39 H 0.77423 1.76853 -0.36812  -0.003
40 H 0.34892 3.74429 -2.30561  0.060
41 N 4.11024 -1.27611 0.05065  0.141
42 C 3.98122 -0.62039 1.21516  -0.630
43 N 2.79668 -0.21381 1.70867  -0.078
44 C 2.93680 0.37274 2.99797  -0.305
45 C 4.23935 0.37275 3.44677  -0.288
46 S 5.33675 -0.31742 2.28534  1.139
47 C 1.72471 0.67009 3.67611  -0.304
48 C 1.49378 0.96558 5.00330  -0.289
49 S -0.19348 0.93475 5.39829  1.142
50 C -0.56976 0.55516 3.73244  -0.618
51 N 0.52424 0.41966 2.95489  -0.073
52 N -1.82583 0.31513 3.32155  0.142
53 H 5.04083 -1.54170 -0.23895  0.127
54 H 3.30680 -1.48006 -0.54024  0.092
55 H 4.52988 0.75806 4.42390  0.102
56 H 2.28622 1.16189 5.71968  0.100
57 H -2.57475 0.41482 3.99585  0.131
58 H -2.04375 0.15814 2.33783  0.095

Calculated values
- molecular weight (g/mol) = 641.2
- net charge = +2
- energy above the lowest of the compared OMol25 structures with the same formula, charge and spin (eV) = 1.0166
- max |F| (eV Å⁻¹) = 3.193
- LUMO (eV) = -6.7
- frontier orbital gap (Ha) = 0.2135



[2]
DFT (the ωB97M-V functional and the def2-TZVPD basis) results for a molecular structure, C24H26IN3OsS2Si.

Last column: Löwdin charge in e.
Geometry (Å):
1 Os 0.79518 -0.76737 0.60070  0.762
2 I 3.44055 -0.83685 0.12150  1.185
3 C 3.78359 -0.57666 2.17918  -0.561
4 C 5.04463 -0.42661 2.67625  -0.095
5 C 5.22516 -0.29330 4.06562  -0.032
6 C 4.14768 -0.33234 4.89842  0.011
7 C 2.83838 -0.49195 4.38280  -0.144
8 C 1.71497 -0.57991 5.25362  0.053
9 C 0.44359 -0.76851 4.77336  -0.029
10 C 0.24070 -0.83346 3.39517  -0.055
11 C 1.29246 -0.73465 2.46539  -0.391
12 C 2.63815 -0.59079 2.99108  -0.232
13 H 5.90219 -0.41487 2.01518  0.115
14 H 6.22210 -0.17449 4.46727  0.126
15 H 4.28517 -0.24821 5.96946  0.132
16 H 1.88363 -0.50545 6.32176  0.137
17 H -0.39302 -0.84121 5.45437  0.123
18 H -0.76835 -0.94120 3.01879  0.097
19 C -1.39302 4.32000 0.32017  -0.181
20 Si -2.60491 3.33828 -0.69629  0.517
21 C -4.34600 3.89658 -0.38305  -0.170
22 C -2.17308 3.37119 -2.50926  -0.156
23 C -2.53114 1.49878 -0.16712  -0.199
24 C -3.68435 0.70086 -0.11065  -0.027
25 C -3.63433 -0.64954 0.20137  -0.019
26 C -2.41382 -1.22870 0.48368  -0.097
27 N -1.30623 -0.48551 0.47313  -0.156
28 C -1.36498 0.82281 0.14300  -0.630
29 S 0.33860 1.36261 0.11866  0.703
30 H -1.58874 5.38377 0.15956  0.048
31 H -0.35469 4.14024 0.03912  0.007
32 H -1.50313 4.12811 1.38991  0.045
33 H -4.42583 4.96423 -0.60415  0.049
34 H -4.63636 3.75867 0.66105  0.049
35 H -5.07593 3.38743 -1.01666  0.040
36 H -2.03752 4.40048 -2.85023  0.048
37 H -2.96364 2.92264 -3.11513  0.044
38 H -1.24034 2.83565 -2.70787  0.011
39 H -4.64918 1.14832 -0.32069  0.113
40 H -4.53484 -1.24680 0.23466  0.123
41 H -2.29387 -2.27553 0.72954  0.118
42 C 1.28278 -4.37524 -4.69907  0.023
43 C 0.96695 -3.31942 -3.69521  -0.216
44 C 0.61696 -2.02769 -3.98839  0.064
45 C 0.35964 -1.13262 -2.94169  -0.241
46 N 0.42032 -1.52719 -1.66636  -0.013
47 C 0.73926 -2.79531 -1.38586  -0.809
48 S 0.76791 -3.22333 0.24215  0.699
49 N 1.03985 -3.66359 -2.38316  0.147
50 C -0.02583 0.28306 -3.20271  -0.007
51 H 1.23289 -3.97467 -5.70713  0.101
52 H 0.57085 -5.19901 -4.61556  0.112
53 H 2.28440 -4.77558 -4.53026  0.110
54 H 0.55475 -1.70387 -5.01658  0.142
55 H 1.30618 -4.60683 -2.12632  0.175
56 H 0.45072 0.66712 -4.10247  0.107
57 H 0.22081 0.91006 -2.34675  0.012
58 H -1.10786 0.32734 -3.35728  0.114

Calculated values
- molecular weight (g/mol) = 765.8
- net charge = +2
- energy above the lowest of the compared OMol25 structures with the same formula, charge and spin (eV) = 0.4627
- max |F| (eV Å⁻¹) = 1.287
- LUMO (spin up / spin down) (eV) = -7.9 / -7.9
- frontier orbital gap (spin up / spin down) (Ha) = 0.2086 / 0.2087



[3]
DFT (the ωB97M-V functional and the def2-TZVPD basis) results for C24H26N2O3 in the gas phase.

Last column: Löwdin charge in e.
Geometry (Å):
1 C -6.75657 -0.88693 0.84401  -0.104
2 C -6.59905 0.04690 -0.34929  -0.226
3 C -5.37601 0.94738 -0.20193  -0.222
4 O -4.22433 0.12856 -0.26169  -0.045
5 C -3.00163 0.69698 -0.13171  -0.261
6 C -1.91383 -0.17867 -0.19219  0.021
7 C -0.62607 0.29256 -0.07819  0.015
8 C -0.40183 1.65114 0.11421  -0.181
9 N 0.93093 2.12689 0.23854  0.098
10 C 1.42341 3.21842 -0.46091  -0.419
11 O 0.79861 3.86616 -1.25635  0.120
12 C 2.85569 3.43295 -0.01909  -0.011
13 C 3.22352 2.17751 0.77225  -0.204
14 N 4.12465 1.32057 0.01750  -0.116
15 C 4.73665 0.25326 0.80535  -0.151
16 C 3.79318 -0.89588 0.98026  -0.024
17 C 3.15293 -1.33336 -0.10555  -0.205
18 C 2.12355 -2.37612 -0.08337  -0.192
19 C 1.99629 -3.28551 -1.13206  -0.035
20 C 1.01210 -4.25613 -1.10615  -0.084
21 C 0.13276 -4.33010 -0.03901  -0.094
22 C 0.24936 -3.43120 1.00851  -0.080
23 C 1.23748 -2.46511 0.99102  -0.048
24 C 3.54540 -0.68837 -1.40618  -0.110
25 C 3.62639 0.84821 -1.27089  -0.142
26 C 1.86221 1.54476 1.08126  -0.346
27 O 1.61880 0.69141 1.89259  0.122
28 C -1.47125 2.52873 0.17652  0.005
29 C -2.76600 2.05712 0.04930  -0.005
30 H -6.91250 -0.31705 1.75758  0.073
31 H -7.60738 -1.54782 0.69961  0.069
32 H -5.86102 -1.49093 0.96106  0.071
33 H -6.48550 -0.53995 -1.26179  0.112
34 H -7.48306 0.67838 -0.45325  0.110
35 H -5.41384 1.47771 0.75965  0.130
36 H -5.35289 1.68795 -1.01362  0.129
37 H -2.10306 -1.23048 -0.33574  0.119
38 H 0.20471 -0.39286 -0.12956  0.100
39 H 3.50672 3.59510 -0.87630  0.134
40 H 2.89092 4.32861 0.60317  0.135
41 H 3.73007 2.41390 1.71261  0.157
42 H 5.63137 -0.06328 0.25338  0.128
43 H 5.05716 0.66240 1.76364  0.122
44 H 3.61393 -1.29086 1.96562  0.116
45 H 2.68443 -3.24635 -1.96426  0.111
46 H 0.92994 -4.95766 -1.92402  0.101
47 H -0.64063 -5.08414 -0.02532  0.099
48 H -0.43718 -3.47877 1.84119  0.105
49 H 1.30879 -1.74832 1.79483  0.102
50 H 2.84087 -0.93240 -2.20144  0.115
51 H 4.53133 -1.06378 -1.69777  0.123
52 H 4.30062 1.22762 -2.05013  0.122
53 H 2.63624 1.26537 -1.46737  0.116
54 H -1.29648 3.58394 0.31556  0.120
55 H -3.58091 2.76157 0.09587  0.104

Calculated values
- molecular weight (g/mol) = 390.5
- energy above the lowest of the compared OMol25 structures with the same formula, charge and spin (eV) = 1.0520
- max |F| (eV Å⁻¹) = 0.490
- SMILES = CCCOc1ccc(N2C(=O)C[C@H](N3CC=C(c4ccccc4)CC3)C2=O)cc1
- LUMO (eV) = 0.8
- frontier orbital gap (Ha) = 0.3319